i:
Density functional theory data (the ωB97M-V functional and the def2-TZVPD basis) for 2 unconnected molecules or ions with the total composition C4H12NO3.

Summary:
total charge = -1
Kohn-Sham gap = 0.272 hartree
lowest unoccupied orbital energy = 3.7589 eV
multiplicity = 1

Last column: Mulliken charge in e.
Positions of all 20 atoms, in Å:
H (-1.83252, -1.12242, -0.60205)  0.36
H (-1.77794, -0.02207, 2.18963)  0.25
C (-1.81071, 0.81460, 1.50149)  -0.70
C (0.20664, -1.14881, -1.19753)  -0.59
H (-0.60807, 2.11105, 2.27718)  0.36
H (-0.08995, -0.55568, -2.09520)  0.25
H (-2.82954, 0.88673, 1.11556)  0.30
H (2.47715, -0.52221, -1.94654)  0.48
H (1.23228, 0.72875, 0.46126)  0.34
N (0.55258, 0.69397, 1.17295)  -0.82
H (0.06053, -2.22000, -1.47451)  0.22
C (-0.88386, -0.84708, -0.13010)  -0.80
O (3.12492, -0.25521, -2.70834)  -0.76
H (0.75947, -0.23371, 1.53458)  0.25
H (-0.79204, -1.54577, 0.69073)  0.36
H (3.71391, 0.33625, -2.23774)  0.24
O (-1.56224, 1.97921, 2.27613)  -0.56
C (-0.72549, 0.57081, 0.44845)  0.33
O (1.51694, -0.91814, -0.89568)  -0.90
H (-0.73209, 1.26972, -0.38027)  0.38


ii:
Density functional theory data (the ωB97M-V functional and the def2-TZVPD basis) for 2 unconnected molecules or ions with the total composition C4H12NO3.

Summary:
total charge = -1
Kohn-Sham gap = 0.297 hartree
lowest unoccupied orbital energy = 4.0385 eV
multiplicity = 1

Last column: Mulliken charge in e.
Positions of all 20 atoms, in Å:
H (-2.38905, -1.27365, 1.88966)  0.45
C (-0.20961, -1.04785, 1.28797)  -0.41
O (-2.89630, -1.57990, 2.71039)  -0.70
O (-0.54891, -0.27600, -1.50100)  -0.63
C (1.16664, 0.66445, -0.04539)  -0.77
H (1.36089, -0.61359, -2.00088)  0.29
H (-0.15571, -2.06297, 0.85303)  0.16
H (1.48165, -0.07484, 1.87000)  0.27
H (-1.01030, -0.36961, -0.56660)  0.45
H (0.53370, 1.54368, 0.12555)  0.31
H (-3.25003, -0.73810, 2.98809)  0.27
H (2.19255, 1.01301, -0.20821)  0.37
H (0.91031, 2.35798, -1.79171)  0.37
O (-1.33857, -0.37161, 0.93341)  -1.03
H (-0.17933, -1.11716, 2.39721)  0.31
H (-0.07728, 1.37873, -2.91757)  0.31
C (0.77846, 0.14175, -1.46407)  0.32
N (1.10646, -0.36508, 0.97643)  -0.38
C (0.87673, 1.46147, -2.39164)  -1.25
H (1.64769, 1.32929, -3.14468)  0.28


Which of them is the most stable? Correct choice: i.


i:
Density functional theory data (the ωB97M-V functional and the def2-TZVPD basis) for a gas-phase ion, C4H9O2 (charge -1).

Summary:
total charge = -1
Kohn-Sham gap = 0.229 hartree
lowest unoccupied orbital energy = 3.8447 eV
multiplicity = 1

Last column: Mulliken charge in e.
Positions of all 15 atoms, in Å:
H (0.98644, -0.37898, -0.86553)  0.36
H (0.01460, -1.78785, -0.51187)  0.34
H (0.99509, 1.26472, 2.38136)  0.19
O (-1.35771, -0.39024, -2.37390)  -0.57
H (-0.88566, 1.08039, -1.07496)  0.22
H (0.72394, -1.19017, 1.59453)  0.28
C (0.19690, -0.32457, 1.18334)  -0.73
H (0.45211, 1.82964, 0.73566)  0.11
C (1.04192, 1.03111, 1.26839)  -0.30
C (0.08619, -0.70558, -0.33768)  -0.71
O (2.25748, 0.88990, 0.76802)  -0.86
H (-0.84783, -0.39736, 1.52326)  0.39
H (-0.53526, -0.68699, -2.79583)  0.28
C (-1.08586, 0.01470, -0.97478)  -0.24
H (-2.04236, -0.24871, -0.52001)  0.23


ii:
Density functional theory data (the ωB97M-V functional and the def2-TZVPD basis) for 2 unconnected molecules or ions with the total composition C4H9O2.

Summary:
total charge = -1
Kohn-Sham gap = 0.281 hartree
lowest unoccupied orbital energy = 4.0747 eV
multiplicity = 1

Last column: Mulliken charge in e.
Positions of all 15 atoms, in Å:
H (-0.48473, 1.64864, -2.74545)  0.26
O (0.03646, 1.07256, 0.40911)  -0.67
H (-1.04086, -2.85205, 0.09814)  0.17
H (-1.60337, -1.34254, 0.79649)  0.15
C (0.22558, -2.18631, 1.71745)  -0.64
C (-1.19143, -2.29903, 1.08463)  -0.67
O (1.52524, 1.73786, -0.93951)  -0.74
C (-0.67008, 1.05897, -1.75483)  -0.78
C (0.38320, 1.40094, -0.68560)  0.51
H (-1.65904, 1.12932, -1.36387)  0.29
H (1.18039, -2.57661, 1.08509)  0.20
H (0.49605, -1.03603, 1.60409)  0.18
H (0.17903, -2.52318, 2.73240)  0.27
H (-1.69983, -2.83680, 1.82137)  0.34
H (-0.34488, 0.05840, -1.95499)  0.14


Which of them is the most stable? Correct choice: ii.


i:
Density functional theory data (the ωB97M-V functional and the def2-TZVPD basis) for a gas-phase ion, C4H9O2 (charge -1).

Summary:
total charge = -1
Kohn-Sham gap = 0.275 hartree
lowest unoccupied orbital energy = 4.5204 eV
multiplicity = 1

Last column: Mulliken charge in e.
Positions of all 15 atoms, in Å:
C (-0.47174, -0.50696, 0.23233)  0.41
H (-0.90519, 1.26891, 1.04389)  0.39
O (-0.57339, -0.11152, 1.52544)  -0.94
H (0.39252, 2.34730, -1.14966)  0.23
C (-0.18778, -2.01617, 0.09766)  -1.42
O (-0.77875, 2.09084, 0.47519)  -0.61
H (-0.11231, -2.28977, -0.96627)  0.33
H (0.66952, -2.37260, 0.67441)  0.35
H (1.59394, -0.04029, -0.21733)  0.29
C (0.42369, 1.80847, -0.18497)  -0.32
H (0.44360, 0.07738, -1.61459)  0.31
H (-1.42978, -0.19969, -0.25726)  0.20
H (-0.99748, -2.58793, 0.57239)  0.35
H (1.31109, 2.20698, 0.32958)  0.19
C (0.62205, 0.32504, -0.56082)  -0.76


ii:
Density functional theory data (the ωB97M-V functional and the def2-TZVPD basis) for a gas-phase ion, C4H9O2 (charge -1).

Summary:
total charge = -1
Kohn-Sham gap = 0.278 hartree
lowest unoccupied orbital energy = 4.4722 eV
multiplicity = 1

Last column: Mulliken charge in e.
Positions of all 15 atoms, in Å:
H (-0.85627, -1.47809, 1.11332)  0.26
C (0.07865, 0.48648, 0.82143)  0.30
H (0.54669, 1.10386, -2.30085)  0.18
H (1.74724, 0.55000, -0.51023)  0.36
C (0.09735, 0.17350, -1.86181)  -0.18
O (-1.24211, 0.15505, -1.66376)  -0.65
O (-0.86436, 1.33186, 0.50576)  -0.90
C (0.82252, 0.02458, -0.48513)  -0.80
C (-0.39407, -0.66520, 1.68763)  -1.36
H (0.73289, 0.95543, 1.60189)  0.26
H (-1.27359, -0.26288, 2.31297)  0.33
H (1.25675, -1.01417, -0.24924)  0.21
H (0.28841, -0.76201, -2.45026)  0.22
H (-1.38239, 0.62744, -0.67718)  0.40
H (0.44231, -1.22585, 2.15546)  0.36


iii:
Density functional theory data (the ωB97M-V functional and the def2-TZVPD basis) for 2 unconnected molecules or ions with the total composition C4H9O2.

Summary:
total charge = -1
Kohn-Sham gap = 0.292 hartree
lowest unoccupied orbital energy = 4.0347 eV
multiplicity = 1

Last column: Mulliken charge in e.
Positions of all 15 atoms, in Å:
H (-1.72671, 2.46183, -0.74442)  0.26
H (-0.63286, 0.04632, -0.81601)  0.02
H (-0.32201, 1.19641, -2.09988)  0.36
C (-0.07457, -1.81727, 0.66566)  -0.79
O (2.10110, -1.80020, 1.77392)  -0.71
H (-0.22493, -2.65839, 1.34432)  0.29
C (1.50793, -1.45887, 0.74386)  0.60
O (1.99910, -0.96706, -0.31520)  -0.73
C (-0.90770, 2.00678, -0.17666)  -0.80
H (0.86931, 0.82200, -0.72323)  0.26
H (-0.70907, -0.97559, 0.90940)  0.10
C (-0.15426, 0.99207, -1.05008)  -0.60
H (-0.23516, 2.80817, 0.13333)  0.24
H (-0.11623, -2.21749, -0.34653)  0.24
H (-1.37394, 1.56130, 0.70153)  0.27


Which of them is the most stable? Correct choice: iii.